P:
Here is 14 unconnected molecules or ions with the total composition H28O14 from OMol25. Energies are from the ωB97M-V functional and the def2-TZVPD basis.

Summary:
- LUMO energy (eV) = -0.37
- HOMO-LUMO gap (eV) = 10.18

Last column: natural (NBO) charge in e.
Element x y z (Å)
O: -3.8012 -2.2466 -1.5974  -0.95
O: -2.7369 0.4568 -1.4591  -0.96
O: 1.2208 -2.7355 1.6094  -0.96
O: -0.8228 -2.1117 -2.4004  -0.93
O: 2.6798 -3.2930 -1.3742  -0.92
O: -1.2476 -1.5822 3.8384  -0.93
O: -0.2091 0.5123 0.4447  -0.96
O: -1.4377 2.2496 -3.4550  -0.94
O: -1.8937 2.6960 1.7830  -0.96
O: 4.5694 -1.2483 -0.7230  -0.92
O: -5.2573 0.3936 1.1086  -0.94
O: 4.2843 2.3863 0.1901  -0.93
O: 1.5117 0.3651 1.5756  -0.96
O: 1.2442 5.0201 -0.4109  -0.93
H: -1.0273 -2.4872 3.5906  0.47
H: -4.6612 -1.8442 -1.4312  0.48
H: 1.1549 5.8681 0.0386  0.47
H: 1.3387 -0.5702 1.7314  0.49
H: -4.4953 0.9739 1.0009  0.48
H: -2.7612 1.4118 -1.3317  0.47
H: 1.9767 -2.8037 2.2035  0.48
H: -1.1896 2.4361 1.1783  0.48
H: 4.4148 -0.4638 -1.2612  0.46
H: -1.6506 1.3569 -3.1603  0.48
H: 0.9688 -3.6511 1.4446  0.48
H: 2.1746 0.5942 2.2367  0.48
H: -1.4317 2.9189 2.5990  0.47
H: -3.1926 -1.7310 -1.0563  0.47
H: 5.0216 2.9687 0.4049  0.47
H: 2.5028 -4.2404 -1.3892  0.46
H: 0.7151 0.4781 0.1731  0.50
H: 2.2286 -2.9578 -2.1572  0.46
H: -1.6802 -1.2233 3.0555  0.47
H: 4.5799 1.9139 -0.5963  0.46
H: 5.5156 -1.4097 -0.8103  0.47
H: -4.8737 -0.4513 1.3692  0.46
H: -1.4586 2.7745 -2.6469  0.46
H: -1.8776 0.1953 -1.1097  0.48
H: 1.1214 4.3694 0.2894  0.47
H: -1.1424 -2.8664 -1.8932  0.47
H: -0.4676 -0.4136 0.5141  0.46
H: 0.0923 -2.0085 -2.1159  0.46

---

Q:
Here is a molecular structure, H28O14 from OMol25. Energies are from the ωB97M-V functional and the def2-TZVPD basis.

Summary:
- LUMO energy (eV) = -0.69
- HOMO-LUMO gap (eV) = 8.54

Last column: natural (NBO) charge in e.
Element x y z (Å)
O: 34.5680 1.4390 19.7430  -0.92
O: 34.0000 3.3560 21.6620  -1.03
O: 30.4740 0.3930 24.4050  -1.01
O: 30.5390 0.3220 21.8290  -0.97
O: 32.3010 3.3230 23.7820  -0.96
O: 34.5590 1.4140 26.2660  -1.02
O: 34.9700 -1.8080 25.2350  -0.96
O: 33.8950 0.8950 23.6900  -0.98
O: 32.0220 -2.8560 23.0300  -0.91
O: 36.7780 2.6550 24.8100  -0.98
O: 32.3070 -1.0110 25.0830  -0.94
O: 33.1010 0.3250 21.0460  -0.99
O: 36.3070 1.2090 22.3570  -0.94
O: 35.6000 -1.6620 22.3400  -0.95
H: 32.2660 -2.1810 22.5080  0.44
H: 33.1700 -0.8920 25.5050  0.52
H: 32.0390 -1.8150 25.4680  0.48
H: 30.6620 0.3790 23.4990  0.47
H: 34.6380 2.1090 20.3620  0.52
H: 33.5190 0.1080 23.2720  0.51
H: 31.1550 -0.2320 24.7640  0.46
H: 36.0810 2.4080 25.3710  0.48
H: 33.0030 -0.4510 20.4340  0.46
H: 36.7020 2.0550 24.0210  0.47
H: 34.1890 1.1930 25.2760  0.51
H: 32.2850 -2.4460 23.7850  0.46
H: 32.7240 3.8840 24.4100  0.48
H: 35.4280 -1.1120 25.5370  0.46
H: 34.6480 1.9400 18.9040  0.50
H: 36.4550 0.4190 22.7650  0.48
H: 32.4440 2.3200 24.0240  0.53
H: 35.3540 -2.5460 22.3440  0.48
H: 34.6290 3.8210 22.1830  0.47
H: 35.8760 -1.6370 21.4240  0.49
H: 33.6740 0.8610 20.4580  0.48
H: 35.1730 0.7700 26.6230  0.46
H: 35.1370 -1.8420 24.1570  0.50
H: 30.3040 -0.4690 21.4320  0.45
H: 36.9570 1.1250 21.6230  0.49
H: 33.2790 3.3340 22.4370  0.51
H: 31.6180 0.2180 21.5980  0.48
H: 34.3910 1.2800 22.9800  0.52

---

The structure with the greatest stability is P.

---

P:
Here is 14 unconnected molecules or ions with the total composition H28O14 from OMol25. Energies are from the ωB97M-V functional and the def2-TZVPD basis.

Summary:
- LUMO energy (eV) = -0.05
- HOMO-LUMO gap (eV) = 10.04

Last column: natural (NBO) charge in e.
Element x y z (Å)
O: 0.2515 -0.1286 0.0231  -0.92
O: 2.0280 -2.2378 -0.8533  -0.92
O: -1.5726 0.5276 1.5808  -0.95
O: -0.6730 -4.7536 -1.5791  -0.93
O: 0.5228 4.6383 -1.9833  -0.94
O: 1.8974 -0.4136 1.5166  -0.94
O: 1.3281 4.0749 2.6007  -0.94
O: 5.0690 -0.9021 -1.8015  -0.95
O: -1.4352 1.4867 -4.0364  -0.94
O: -3.1433 2.5992 0.8513  -0.98
O: -3.4480 -3.4129 -0.1488  -0.94
O: 4.2623 0.1120 0.5312  -0.95
O: -4.3621 0.6727 -0.7062  -0.95
O: -0.5163 -2.2040 4.4843  -0.94
H: 2.5932 -0.1224 2.1167  0.45
H: 0.0117 -1.4620 4.8001  0.47
H: -0.5071 -0.7170 -0.0623  0.48
H: 4.8000 -0.8243 -2.7238  0.46
H: -4.4970 -0.2815 -0.6888  0.48
H: -1.3743 -5.2858 -1.9714  0.46
H: -3.4803 0.7917 -0.3356  0.46
H: 1.3035 0.3435 1.4611  0.48
H: -3.7069 -3.5425 -1.0682  0.46
H: -3.9445 2.6237 0.3160  0.49
H: -2.3108 0.4105 2.1893  0.48
H: -1.9609 0.9845 0.8261  0.47
H: -0.1399 0.7480 0.1086  0.45
H: -2.8898 -4.1738 0.0471  0.48
H: 1.4598 4.4849 -2.1493  0.47
H: 4.3663 -0.4577 -1.3140  0.48
H: 2.9499 -2.5063 -0.7692  0.46
H: -3.2192 3.3717 1.4226  0.49
H: 1.8486 -2.3075 -1.7977  0.46
H: 2.0441 3.4908 2.3266  0.47
H: -1.9325 1.4964 -4.8620  0.47
H: 3.6452 -0.5476 0.1949  0.48
H: 0.6782 3.9972 1.8932  0.47
H: -0.6937 -1.9897 3.5615  0.48
H: 4.9666 -0.4090 0.9331  0.47
H: 0.0395 -4.7900 -2.2273  0.47
H: 0.0774 3.9786 -2.5268  0.47
H: -1.7974 2.2264 -3.5358  0.46

---

Q:
Here is 14 unconnected molecules or ions with the total composition H28O14 from OMol25. Energies are from the ωB97M-V functional and the def2-TZVPD basis.

Summary:
- LUMO energy (eV) = -0.73
- HOMO-LUMO gap (eV) = 8.63

Last column: natural (NBO) charge in e.
Element x y z (Å)
O: -2.1896 -2.1795 1.2725  -0.99
O: -1.0126 0.9732 -1.8252  -0.96
O: 1.1454 -1.3793 -2.2665  -0.99
O: -2.0375 0.4682 1.6798  -0.96
O: 3.3940 -0.6355 0.6291  -0.98
O: 0.3174 -0.3202 0.3429  -0.98
O: 1.9428 1.6299 1.8248  -0.95
O: -0.1901 2.7226 0.4821  -0.95
O: -0.0177 -0.6581 2.9960  -0.96
O: -2.7609 2.9519 -0.4342  -1.00
O: -1.5311 -1.9313 -1.4501  -0.96
O: -3.9077 0.4727 -1.0793  -0.93
O: 1.7119 -2.7640 0.2245  -0.95
O: 3.0744 0.9858 -2.0240  -0.96
H: 2.3555 0.9307 1.3241  0.47
H: 0.8168 -0.7509 3.4443  0.46
H: -2.1270 -1.2570 1.6130  0.48
H: -2.4906 1.3442 1.9020  0.49
H: -2.0824 -2.0940 0.3018  0.48
H: 0.6999 -0.6218 -0.4610  0.48
H: -0.1998 1.3208 -2.1256  0.49
H: -3.4848 2.2981 -0.5081  0.47
H: -1.9037 2.5133 -0.4377  0.50
H: 0.2687 -0.7928 2.1094  0.50
H: -4.3700 1.0489 -1.6583  0.46
H: -0.5599 2.6025 1.3853  0.46
H: 4.2691 -0.2864 0.4702  0.50
H: -1.3143 0.5743 2.2947  0.48
H: 0.4377 1.9830 0.5341  0.49
H: -0.8791 0.0179 -1.7668  0.47
H: -2.1129 -1.5051 -2.0787  0.48
H: -0.6937 -2.0249 -1.9495  0.50
H: 2.3788 -2.0896 0.2314  0.47
H: -0.5149 -0.0543 0.0554  0.50
H: -3.0230 0.5804 -1.3850  0.48
H: 2.2033 -3.5707 0.0730  0.47
H: 1.6345 -0.9246 -2.9674  0.50
H: 2.8837 0.2769 -1.4322  0.47
H: 3.4437 1.7495 -1.5389  0.49
H: 1.3420 1.1611 2.4184  0.47
H: 3.3219 -0.7759 1.5942  0.50
H: 1.7620 -1.9899 -1.8145  0.50

---

The structure with the greatest stability is Q.

---

P:
Here is a single C8H10N2O molecule from OMol25. Energies are from the ωB97M-V functional and the def2-TZVPD basis.

Summary:
- LUMO energy (eV) = -0.49
- HOMO-LUMO gap (eV) = 7.98

Last column: natural (NBO) charge in e.
Element x y z (Å)
O: 1.9932 -0.0092 1.0578  -0.42
N: 0.2418 -1.4128 -0.0174  -0.30
N: 5.2377 0.9468 -0.1719  -0.25
C: 1.6825 0.2163 -1.4460  -0.68
C: 3.1889 0.3370 1.1603  0.29
C: -1.8804 0.1739 1.6750  -0.59
C: -1.6811 0.2321 0.1411  -0.30
C: -0.3729 -0.3374 -0.0778  0.29
C: -2.7126 -0.5936 -0.6053  -0.60
C: 1.0827 -0.1958 -0.1256  0.29
C: 4.1803 0.6817 0.2144  0.04
H: -1.6029 -0.8299 1.8923  0.22
H: -2.5402 -1.7960 -0.3836  0.22
H: -2.6702 -0.4763 -1.7056  0.22
H: -1.0816 0.7300 2.1526  0.22
H: -1.6896 1.2097 -0.1822  0.22
H: -2.8188 0.3789 2.1052  0.22
H: -3.7215 -0.4126 -0.1808  0.22
H: 1.1175 -0.1906 -2.2409  0.24
H: 1.3658 1.2098 -1.7145  0.22
H: 2.6813 0.1380 -1.5470  0.23

---

Q:
Here is a single C8H10N2O molecule from OMol25. Energies are from the ωB97M-V functional and the def2-TZVPD basis.

Summary:
- LUMO energy (eV) = 0.95
- HOMO-LUMO gap (eV) = 8.80

Last column: natural (NBO) charge in e.
Element x y z (Å)
O: -1.8729 0.6446 0.7998  -0.38
N: -0.9959 -2.2517 -0.1945  -0.52
N: -0.9047 -0.1559 1.2755  -0.12
C: 0.8633 -1.0049 -0.5124  -0.18
C: 0.8567 -2.0185 -1.5148  -0.28
C: 0.2841 0.5898 1.8390  -0.30
C: -0.3864 -2.7111 -1.3927  -0.08
C: -1.6734 1.5644 -0.2767  -0.29
C: 1.4126 0.9108 0.9226  -0.22
C: -0.2802 -1.1896 0.2388  0.27
C: 1.7952 0.0977 -0.0894  -0.19
H: 2.0039 1.7017 1.3184  0.21
H: 0.6480 -0.1345 2.5301  0.22
H: -1.9970 -2.2719 -0.0591  0.42
H: 1.6115 -2.1198 -2.2963  0.23
H: -0.7042 1.7920 -0.5418  0.19
H: -0.9389 -3.4937 -1.9237  0.22
H: -2.1225 2.5129 -0.0575  0.18
H: 2.6207 0.4491 -0.7404  0.22
H: -2.1897 1.2919 -1.1630  0.18
H: -0.2094 1.4644 2.2999  0.22

---

The structure with the greatest stability is Q.

---

P:
Here is 2 unconnected molecules or ions with the total composition C9H12O2 from OMol25. Energies are from the ωB97M-V functional and the def2-TZVPD basis.

Summary:
- LUMO energy (eV) = 0.67
- HOMO-LUMO gap (eV) = 9.72

Last column: natural (NBO) charge in e.
Element x y z (Å)
O: -1.5875 -1.2130 -0.0846  -0.32
O: -3.0488 -1.5175 -0.4047  -0.46
C: 1.3303 0.8461 -0.0984  -0.18
C: 3.1457 -0.5260 -0.0752  -0.21
C: 0.4766 -0.2942 0.0372  -0.10
C: 2.3532 -1.6667 0.0168  -0.24
C: 2.7381 0.7999 0.0019  -0.22
C: 0.9576 -1.5433 0.0547  -0.17
C: -1.0285 0.2088 0.1022  0.20
C: -1.5960 0.8476 1.2764  -0.64
C: -1.3942 1.1669 -1.1888  -0.63
H: 0.6739 1.7921 -0.3553  0.21
H: 3.4064 1.7437 -0.0563  0.24
H: -1.0862 0.6767 -2.1567  0.24
H: -1.9665 2.2831 1.1184  0.22
H: 0.5157 -2.6455 0.4871  0.24
H: 2.5939 -2.7761 -0.1511  0.23
H: -2.5446 1.3928 -1.3006  0.24
H: -2.8320 0.3523 1.3890  0.24
H: -0.8265 2.0115 -0.7539  0.20
H: -1.0016 0.5586 2.2952  0.25
H: 4.2003 -0.7629 -0.5741  0.22
H: -3.4794 -1.7351 0.4210  0.45

---

Q:
Here is a single C9H12O2 molecule from OMol25. Energies are from the ωB97M-V functional and the def2-TZVPD basis.

Summary:
- LUMO energy (eV) = 0.54
- HOMO-LUMO gap (eV) = 10.34

Last column: natural (NBO) charge in e.
Element x y z (Å)
O: 0.5519 2.9800 1.5450  -0.53
O: -3.1508 0.1846 -0.0695  -0.52
C: -0.5417 -0.0995 -1.2834  -0.41
C: 0.9005 -0.3759 -1.0956  -0.22
C: -0.1562 -1.5441 0.6308  -0.42
C: 0.8745 -1.7590 -0.4597  -0.40
C: 1.4140 0.6523 -0.1851  -0.39
C: -0.7673 -0.1938 0.2187  -0.12
C: -0.0976 2.3514 0.6582  0.41
C: -2.2646 -0.0286 0.7663  0.45
C: 0.1980 0.9204 0.7163  -0.33
H: -1.0812 -0.9075 -1.8312  0.23
H: 0.4246 0.7502 1.8026  0.24
H: 1.7240 1.5896 -0.6994  0.22
H: 1.7859 -2.2054 -0.1103  0.22
H: 2.3132 0.3454 0.3320  0.23
H: 1.4983 -0.3254 -2.0732  0.21
H: 0.5437 -2.3043 -1.2955  0.21
H: 0.2460 -1.2920 1.6244  0.20
H: -0.6323 0.8870 -1.6897  0.21
H: -0.7406 2.7355 -0.1495  0.15
H: -0.6808 -2.4476 0.7587  0.23
H: -2.3617 0.0869 1.8889  0.13

---

The structure with the greatest stability is Q.